Entry 1:
94
Properties=species:S:1:pos:R:3:forces:R:3 method="wB97M-V/def2-TZVPD" e_lumo_ev="-8.483 / -6.768" s_squared=6.289 charge=+2 multiplicity=5 homo_energy_ev="-13.5473 / -13.5464" gap_ha="0.186 / 0.249" e_tot_ha=-7162.76863
Mn -0.26021 0.17462 0.57039 0.328 -0.495 -0.117
N -5.60996 4.26752 -2.38244 0.171 -0.132 0.099
C -4.79705 3.62832 -1.88079 -0.136 0.114 -0.090
C -3.79143 2.82717 -1.24079 -0.041 -0.093 -0.061
C -2.70710 3.42333 -0.61059 -0.036 0.144 -0.044
C -1.76325 2.61528 -0.01761 0.072 -0.130 0.151
N -1.85454 1.27442 -0.01504 -0.314 0.311 -0.237
C -2.92302 0.70040 -0.60277 0.194 0.020 0.006
C -3.89822 1.43639 -1.22969 -0.111 0.104 -0.060
H -2.59480 4.49882 -0.58972 0.008 -0.038 -0.001
H -0.91001 3.05263 0.48451 0.043 0.008 -0.081
H -2.98142 -0.37637 -0.56520 0.072 -0.078 -0.087
H -4.73294 0.93841 -1.70283 0.000 0.005 0.017
N 5.79582 -1.94129 0.44051 0.014 -0.019 0.021
C 4.52992 -2.39746 0.49435 -0.004 -0.071 -0.058
O 4.10548 -3.36503 -0.09806 0.021 0.094 -0.211
C 3.57435 -1.65951 1.40040 -0.016 0.033 0.050
C 3.71425 -1.68639 2.77750 0.099 -0.008 -0.092
C 2.69544 -1.15593 3.55142 0.078 -0.035 0.155
C 1.59302 -0.62996 2.92756 -0.106 0.186 -0.154
N 1.42725 -0.60176 1.58721 0.208 -0.079 -0.058
C 2.42588 -1.11588 0.84339 -0.065 -0.151 0.161
H 6.46542 -2.43477 -0.12947 -0.021 -0.038 -0.004
H 6.10253 -1.12473 0.93762 -0.033 0.035 0.008
H 4.58944 -2.13500 3.23363 -0.035 0.027 -0.005
H 2.74919 -1.15916 4.63217 -0.002 0.026 -0.036
H 0.82070 -0.18104 3.52752 -0.094 -0.050 0.032
H 2.29363 -1.14892 -0.22662 -0.135 0.031 -0.089
C -4.30621 -0.21120 4.45026 -0.035 -0.047 0.027
C -3.90568 0.02450 3.00042 0.361 0.099 -0.364
C -4.30583 1.40856 2.49686 -0.075 -0.033 0.032
Sb -1.74303 -0.24008 2.83573 -0.181 0.123 0.843
C -1.04826 1.45495 4.06469 0.112 -0.215 -0.185
C 0.04822 2.26392 3.35533 -0.068 0.060 0.220
C -0.64985 1.08760 5.49115 -0.092 0.159 0.010
C -1.35989 -2.25504 3.63382 -0.110 0.291 -0.140
C -2.44243 -3.16140 3.05697 -0.003 -0.014 0.011
C -1.27517 -2.29168 5.15315 0.054 -0.041 -0.009
H -5.38534 -0.05832 4.54288 0.046 0.022 0.010
H -3.81833 0.49242 5.12986 -0.025 -0.018 -0.019
H -4.09685 -1.22792 4.78308 -0.009 0.062 0.008
H -4.32709 -0.74727 2.35608 -0.042 -0.027 -0.005
H -3.92935 2.20071 3.14718 -0.016 -0.016 -0.016
H -5.39625 1.48635 2.49657 0.037 0.013 0.028
H -3.96485 1.60156 1.47904 -0.072 0.018 0.130
H -1.95666 2.05655 4.10091 -0.083 -0.040 -0.049
H 1.04584 1.94376 3.65875 -0.035 0.030 -0.029
H -0.04135 3.32181 3.61095 0.026 -0.038 0.048
H 0.00352 2.20578 2.26625 -0.009 0.019 -0.112
H 0.25113 0.47303 5.52475 -0.007 -0.006 0.011
H -1.44604 0.56952 6.02455 0.043 -0.020 0.011
H -0.43042 2.00759 6.04145 0.004 -0.052 -0.021
H -0.39764 -2.51901 3.19900 0.079 -0.006 -0.039
H -3.42910 -2.92944 3.46302 0.036 -0.016 -0.031
H -2.21916 -4.19792 3.32097 -0.003 0.033 0.008
H -2.49072 -3.11023 1.96669 -0.012 -0.018 0.011
H -2.19482 -1.95264 5.63012 0.028 -0.017 0.006
H -0.44711 -1.69899 5.54171 -0.035 -0.033 -0.014
H -1.10865 -3.32743 5.46274 -0.026 0.027 -0.008
F 2.85855 0.93116 -4.75209 0.069 -0.042 0.062
C 2.88731 1.55078 -3.56929 -0.084 -0.094 0.060
C 2.02541 1.12209 -2.56807 -0.094 -0.346 -0.186
C 2.06804 1.85104 -1.40357 -0.008 -0.091 -0.242
F 1.17775 1.59971 -0.37826 -0.042 0.098 0.312
C 2.93469 2.89653 -1.17880 -0.043 0.068 0.160
F 2.92225 3.55100 -0.01835 -0.016 0.000 -0.014
C 3.80616 3.26360 -2.18694 0.112 0.108 -0.015
F 4.64674 4.26022 -1.99451 0.026 0.035 -0.009
C 3.77648 2.59502 -3.40062 0.035 0.034 -0.043
F 4.59016 2.95986 -4.37139 0.025 0.008 -0.042
Ge 0.90482 -0.46146 -3.03476 0.174 0.421 -0.058
S -0.27721 -1.14154 -1.28542 0.011 -0.244 -0.074
C -0.21145 0.25145 -4.47235 0.104 -0.128 0.194
C -0.96738 1.37297 -4.19001 0.085 -0.136 -0.090
F -0.95845 1.86269 -2.93156 -0.100 0.104 0.246
C -1.71240 2.03430 -5.13822 -0.099 0.128 0.082
F -2.43627 3.10533 -4.81107 0.031 -0.050 -0.019
C -1.69168 1.56469 -6.44068 -0.076 0.075 -0.073
F -2.38815 2.18432 -7.37156 -0.053 0.027 -0.049
C -0.93762 0.45067 -6.76766 0.032 -0.090 -0.121
F -0.92020 0.01616 -8.01645 0.004 -0.013 -0.010
C -0.20637 -0.19387 -5.78527 -0.047 0.061 0.164
F 0.51974 -1.25175 -6.13472 0.027 0.021 -0.112
C 1.98163 -1.97336 -3.61043 -0.178 0.111 0.155
C 1.27234 -3.07333 -4.07210 0.046 0.199 0.070
F -0.06756 -3.00403 -4.09507 0.048 -0.074 0.013
C 1.89836 -4.21679 -4.51117 -0.103 -0.133 -0.060
F 1.20467 -5.25431 -4.95606 0.006 0.026 0.013
C 3.28342 -4.27154 -4.47605 0.035 -0.203 -0.064
F 3.90199 -5.36368 -4.87960 0.027 -0.031 -0.020
C 4.01910 -3.20149 -4.00449 0.161 0.045 0.072
F 5.34253 -3.27710 -3.94434 0.005 0.002 -0.008
C 3.36118 -2.06842 -3.57201 -0.200 -0.030 0.056
F 4.10044 -1.06507 -3.07859 0.033 0.116 0.064



Entry 2:
89
Properties=species:S:1:pos:R:3:forces:R:3 method="wB97M-V/def2-TZVPD" e_lumo_ev=1.771 charge=-1 homo_energy_ev=-4.1475 gap_ha=0.218 e_tot_ha=-8432.81934
O 0.17957 -2.78621 -5.39277 -0.016 -0.255 -0.130
P -0.59348 -2.76960 -3.94747 0.047 0.041 0.311
O -1.93034 -3.64336 -4.23597 -0.145 0.106 0.061
S -1.07542 -0.87133 -3.62675 -0.095 -0.097 -0.127
N 0.20551 -3.64724 -2.91445 0.054 0.122 -0.518
C 1.59871 -3.31217 -2.67643 -0.477 -0.493 -0.030
C 2.55142 -4.44299 -3.12683 0.051 0.039 -0.007
C 3.21148 -4.12403 -4.45127 0.031 -0.241 -0.062
Cl 4.75020 -5.06761 -4.71137 -0.036 -0.032 -0.038
H -0.20519 -2.10118 -5.94879 0.071 0.188 0.010
H -1.84015 -4.42460 -3.67730 0.071 -0.116 0.005
H 1.74650 -3.18179 -1.61209 -0.008 0.105 0.224
H 1.90252 -2.37652 -3.16403 0.068 0.095 0.130
H 3.32074 -4.63733 -2.37369 0.061 0.146 -0.016
H 1.94908 -5.34551 -3.21927 0.064 -0.097 0.031
H 2.59105 -4.40332 -5.29512 -0.121 0.235 -0.040
H 3.50893 -3.08320 -4.52193 -0.005 0.034 -0.023
Cl 0.96650 -0.48678 -0.73858 -0.029 0.086 0.022
C 2.38244 0.38680 -0.30623 0.013 -0.024 -0.027
C 3.63828 -0.21114 -0.36023 0.004 0.038 -0.061
Cl 3.79824 -1.85752 -0.86259 0.318 0.155 0.183
C 4.77420 0.52111 -0.04478 0.017 -0.045 0.036
C 4.66435 1.84897 0.33050 -0.042 0.029 0.000
C 3.41395 2.45128 0.37919 0.044 -0.013 -0.007
C 2.28143 1.72356 0.05775 0.011 0.002 0.032
H 5.73962 0.03697 -0.09998 -0.004 -0.011 -0.005
H 5.55495 2.41240 0.57545 0.004 0.001 -0.001
H 3.31841 3.49245 0.65834 -0.004 -0.001 0.003
H 1.30399 2.18190 0.07218 -0.093 0.032 0.008
Cl -0.86673 2.46768 -4.38342 0.073 0.043 -0.021
C -0.74228 4.06284 -3.75166 -0.046 0.032 0.058
C -1.01863 4.31120 -2.40853 -0.008 -0.049 0.004
Cl -1.46628 3.02034 -1.34752 0.004 0.051 -0.015
C -0.94158 5.60132 -1.90528 -0.042 0.028 0.039
C -0.58720 6.65039 -2.73538 0.049 0.064 -0.043
C -0.29613 6.41014 -4.07162 -0.051 -0.073 0.040
C -0.37468 5.12128 -4.57485 -0.020 -0.014 -0.005
H -1.16929 5.77545 -0.86134 0.004 -0.024 0.009
H -0.54046 7.65382 -2.33346 0.001 -0.002 0.003
H -0.01756 7.22555 -4.72617 0.013 -0.006 -0.001
H -0.15964 4.91702 -5.61482 0.002 -0.012 0.001
Cl -2.07430 6.71660 2.19330 -0.034 0.011 -0.009
C -3.48565 6.45125 1.22602 0.083 -0.043 -0.050
C -3.80656 7.30646 0.17879 0.065 -0.080 -0.059
Cl -2.78200 8.64293 -0.22127 -0.039 0.086 0.022
C -4.93031 7.06186 -0.59665 -0.008 0.003 -0.001
C -5.72742 5.96142 -0.33109 0.017 -0.012 0.016
C -5.39575 5.09742 0.70323 -0.025 0.025 0.007
C -4.27749 5.34191 1.48191 0.006 -0.033 -0.071
H -5.15969 7.73106 -1.41412 0.010 0.008 0.001
H -6.59682 5.77129 -0.94570 0.000 -0.004 -0.003
H -6.00168 4.22354 0.90237 0.007 -0.005 -0.002
H -3.99028 4.66601 2.27402 -0.040 0.091 -0.022
Cl -1.53967 3.02732 2.32377 0.099 -0.048 -0.018
C -2.74437 1.81505 2.57408 -0.041 -0.040 -0.040
C -3.73279 1.98879 3.53616 0.063 0.066 -0.103
Cl -3.76004 3.43809 4.48667 -0.105 -0.085 0.275
C -4.70769 1.02083 3.72034 0.005 -0.003 0.041
C -4.68962 -0.12691 2.94448 0.050 0.031 -0.020
C -3.70269 -0.30327 1.98252 -0.043 -0.013 0.036
C -2.73197 0.66649 1.79487 0.038 0.032 -0.013
H -5.47166 1.17211 4.47134 0.002 0.008 0.002
H -5.45007 -0.87975 3.09711 -0.001 -0.011 -0.017
H -3.68681 -1.19624 1.37265 0.013 0.011 -0.023
H -1.96110 0.54789 1.04491 0.007 -0.034 -0.015
Cl -7.46018 -0.43723 6.32559 0.015 0.017 0.027
C -6.18616 -1.41106 6.97571 0.025 0.005 -0.018
C -5.72855 -2.53341 6.29515 -0.003 0.057 -0.059
Cl -6.41618 -2.98657 4.77518 -0.006 -0.087 0.035
C -4.69833 -3.29456 6.82780 -0.005 -0.009 0.016
C -4.12904 -2.93839 8.03837 -0.023 0.029 0.013
C -4.58584 -1.81751 8.71832 0.007 -0.028 -0.022
C -5.61200 -1.05479 8.18736 -0.003 -0.001 0.003
H -4.35046 -4.16105 6.28305 -0.004 0.007 -0.014
H -3.32569 -3.53604 8.44696 0.006 0.002 -0.004
H -4.14105 -1.53164 9.66172 0.001 0.001 0.002
H -5.97535 -0.17615 8.70178 -0.007 0.004 -0.009
Cl 10.89260 -4.15900 -2.42007 -0.040 -0.006 -0.012
C 9.68364 -5.37975 -2.19452 0.026 0.014 0.003
C 9.89975 -6.44396 -1.32791 0.023 0.005 0.012
Cl 11.38181 -6.58437 -0.43820 -0.036 -0.023 -0.010
C 8.92021 -7.41242 -1.16410 -0.004 0.002 -0.004
C 7.72930 -7.31738 -1.86417 -0.010 0.022 -0.028
C 7.51018 -6.25383 -2.72963 0.036 -0.035 0.004
C 8.48790 -5.28683 -2.89216 -0.003 0.006 -0.007
H 9.10343 -8.23374 -0.48519 0.009 0.006 0.004
H 6.96870 -8.07503 -1.73179 -0.002 0.001 0.005
H 6.58324 -6.16455 -3.28008 0.028 -0.021 0.091
H 8.32746 -4.45193 -3.56039 0.008 0.006 0.007



In order of appearance, energy above the lowest of the compared OMol25 structures with the same formula, charge and spin = 0.000 0.000 eV.